[1]
Formula: C14H16O
Source: the OMol25 dataset
Level of theory: wB97M-V/def2-TZVPD

Geometry as XYZ:
```
31
C14H16O | the OMol25 dataset | wB97M-V/def2-TZVPD
O 1.583 -0.498 -1.206
C 2.722 0.556 1.705
C -3.333 -0.094 -1.791
C -3.132 -0.139 -0.421
C 2.303 -0.704 1.566
C 0.886 1.712 0.573
C 1.943 1.730 1.359
C 0.814 -2.609 0.893
C 0.617 -0.395 -0.239
C 0.933 -1.090 1.069
C -0.961 -0.231 -2.126
C -0.743 -0.305 -0.745
C -0.052 2.709 0.060
C -1.857 -0.241 0.100
C -2.237 -0.135 -2.640
H 2.437 -0.597 -0.765
H 2.295 2.669 1.788
H -0.012 3.629 0.648
H -1.071 2.318 0.082
H -2.383 -0.095 -3.710
H -0.209 -2.880 0.642
H -4.332 -0.024 -2.194
H 0.185 2.942 -0.980
H -3.979 -0.093 0.248
H -0.109 -0.262 -2.786
H 1.098 -3.121 1.810
H 2.949 -1.520 1.859
H 3.703 0.743 2.121
H 0.205 -0.762 1.820
H -1.726 -0.265 1.171
H 1.465 -2.950 0.088
```

The calculation puts the LUMO energy (spin up / spin down) at 0.59 / 0.59 eV. The total energy comes out at -618.2098 hartree. The value obtained for the HOMO energy (spin up / spin down) is -0.2732 / -0.2732 Eh. As for the largest force on an atom: 4.0 eV/Å. The value obtained for the HOMO-LUMO gap (spin up / spin down) is 8.03 / 8.03 eV. The value obtained for the energy relative to the best compared isomer or geometry (same formula, charge and spin) is 2.891 eV.

[2]
Formula: C14H16O
Source: the OMol25 dataset
Level of theory: wB97M-V/def2-TZVPD

Geometry as XYZ:
```
31
C14H16O | the OMol25 dataset | wB97M-V/def2-TZVPD
O -2.839 -0.663 -1.417
C -1.176 1.605 0.821
C 2.762 -1.136 -1.537
C -3.470 1.514 1.484
C -2.669 0.216 -0.379
C -3.687 0.569 0.479
C 3.737 -1.888 -0.858
C -2.226 2.113 1.605
C 1.445 -1.236 -1.131
C -1.370 0.681 -0.193
C 2.097 -2.534 0.817
C 3.409 -2.580 0.293
C -2.004 3.210 2.622
C 3.163 -0.390 -2.781
C 1.124 -1.961 0.033
H 2.417 0.369 -3.046
H 3.149 -1.095 -3.625
H -4.307 1.920 2.028
H 4.121 0.106 -2.820
H 4.091 -3.332 0.668
H 0.113 -1.854 0.361
H -0.978 3.551 2.724
H -2.599 4.054 2.273
H -0.489 0.443 -0.746
H -2.420 2.950 3.583
H 4.682 -2.110 -1.335
H -0.201 1.951 1.156
H -3.786 -0.846 -1.540
H 0.657 -0.597 -1.482
H 1.949 -3.234 1.631
H -4.696 0.205 0.311
```

The calculation puts the LUMO energy at 0.85 eV. The total energy comes out at -618.2820 hartree. The value obtained for the HOMO energy is -0.3082 Eh. As for the largest force on an atom: 2.1 eV/Å. The value obtained for the HOMO-LUMO gap is 9.23 eV. As for the structure (SMILES): Cc1ccc(O)cc1.Cc1ccccc1. The value obtained for the energy relative to the best compared isomer or geometry (same formula, charge and spin) is 0.926 eV.

[3]
Formula: C14H16O2
Source: the OMol25 dataset
Level of theory: wB97M-V/def2-TZVPD

Geometry as XYZ:
```
32
C14H16O2 | the OMol25 dataset | wB97M-V/def2-TZVPD
O 3.093 -0.052 -2.731
O -0.803 -4.844 -0.177
C 1.760 0.466 -0.778
C 2.456 2.169 -2.349
C -1.917 0.245 2.023
C 1.595 3.074 -1.705
C -1.600 -1.116 1.441
C -0.039 -2.927 1.090
C 2.441 0.866 -1.931
C -1.029 -3.615 0.407
C -0.292 3.522 -0.125
C 0.793 2.621 -0.676
C -0.321 -1.645 1.555
C -2.290 -3.072 0.190
C 0.990 1.376 -0.086
C -2.555 -1.813 0.709
H -0.149 3.856 0.907
H 3.027 2.489 -3.210
H 0.915 -3.411 1.263
H -0.419 4.436 -0.709
H -2.860 0.220 2.566
H 3.472 -0.768 -2.205
H 0.490 -1.035 1.927
H 1.701 4.133 -1.907
H -1.244 2.992 -0.170
H -3.552 -1.402 0.616
H 0.467 1.163 0.831
H 1.917 -0.586 -0.548
H -1.180 0.501 2.781
H 0.070 -5.163 0.086
H -1.936 1.010 1.247
H -3.003 -3.689 -0.332
```

The calculation puts the LUMO energy at 0.64 eV. The total energy comes out at -693.5378 hartree. The value obtained for the HOMO energy is -0.3093 Eh. As for the largest force on an atom: 1.8 eV/Å. The value obtained for the HOMO-LUMO gap is 9.06 eV. As for the structure (SMILES): Cc1ccc(O)cc1.Cc1ccc(O)cc1. The value obtained for the energy relative to the best compared isomer or geometry (same formula, charge and spin) is 0.509 eV.

[4]
Formula: C14H17BrF7O16P2S
Source: the OMol25 dataset
Level of theory: wB97M-V/def2-TZVPD

Geometry as XYZ:
```
58
C14H17BrF7O16P2S | the OMol25 dataset | wB97M-V/def2-TZVPD
Br 5.212 -1.281 -0.059
S 2.272 -1.278 -1.697
P 3.215 -0.598 0.335
P -0.186 0.184 -0.427
F -3.787 6.752 -4.118
F -1.113 -7.329 0.143
F 2.123 -3.326 -3.292
F -0.490 7.112 -1.819
F -0.625 -3.943 6.826
F 3.864 -3.290 -2.014
F 1.943 -3.881 -1.220
O 2.751 -1.768 1.306
O 0.565 -3.348 1.102
O -3.820 10.538 -6.444
O -2.709 9.995 -4.556
O -0.558 -0.243 0.914
O -1.117 -5.956 5.928
O 0.891 -6.901 5.936
O -0.527 4.918 -2.348
O 0.233 2.818 -2.649
O -1.338 0.677 -1.385
O 0.670 -5.274 2.258
O -3.859 8.426 -5.635
O 1.155 4.178 -1.123
O -0.796 -7.901 4.830
O -0.197 -5.264 0.222
O 0.880 1.355 -0.477
C 0.366 -4.524 1.195
C -0.382 -7.014 5.499
C -0.372 5.875 -1.301
C -3.062 7.739 -4.702
C -2.685 8.837 -3.724
C -0.382 -5.267 6.925
C -0.035 -6.646 0.558
C 0.510 -1.264 -1.357
C -3.500 9.746 -5.630
C 2.570 -3.092 -2.073
C 0.283 3.882 -2.096
C 0.100 -6.586 2.069
C 1.030 5.571 -0.789
C 1.051 -5.626 6.567
H 1.439 -4.909 5.841
H -1.103 1.405 -1.986
H 1.328 1.530 -1.318
H 0.006 -1.315 -2.324
H 0.843 -7.026 0.033
H 1.775 6.140 -1.345
H -0.876 -6.630 2.552
H 0.751 -7.345 2.489
H -1.706 8.714 -3.276
H -0.712 -5.612 7.906
H -3.450 8.924 -2.950
H 0.272 -2.147 -0.755
H -1.169 5.719 -0.574
H 1.721 -5.710 7.416
H -2.219 7.279 -5.222
H 1.801 -1.736 1.558
H 1.158 5.715 0.278
```

The calculation puts the LUMO energy at -3.95 eV. The total energy comes out at -6101.4533 hartree. The value obtained for the HOMO energy is -0.4703 Eh. As for the largest force on an atom: 0.9 eV/Å. The value obtained for the HOMO-LUMO gap is 8.84 eV. The total charge is +1.

[5]
Formula: C14H17Cl2N3O
Source: the OMol25 dataset
Level of theory: wB97M-V/def2-TZVPD

Geometry as XYZ:
```
37
C14H17Cl2N3O | the OMol25 dataset | wB97M-V/def2-TZVPD
Cl 3.156 -5.186 -0.075
Cl 2.790 -3.826 -2.979
O -2.771 2.500 1.369
N 0.508 -0.330 -1.493
N 1.596 -2.420 0.078
N -2.404 4.348 0.102
C 1.050 1.360 1.697
C 0.873 -0.136 -0.189
C 1.758 -0.915 1.929
C -1.907 4.913 -1.137
C 1.410 -1.168 0.590
C 1.583 0.323 2.481
C 1.558 -5.123 -0.892
C 0.703 -1.535 -1.939
C -2.956 5.230 1.116
C 1.415 -3.922 -1.824
C 1.245 -2.583 -1.163
C 0.706 1.129 0.395
C 0.416 -5.212 0.123
C -2.373 3.023 0.348
H 2.159 -1.729 2.510
H -1.095 5.615 -0.935
H 1.853 0.488 3.510
H 0.548 -4.113 -2.449
H 1.544 -6.016 -1.501
H -2.707 5.440 -1.661
H -0.368 -4.514 -0.154
H -2.392 5.136 2.044
H -3.993 4.963 1.322
H -1.941 2.441 -0.483
H -2.910 6.258 0.766
H -1.532 4.120 -1.781
H 0.033 -6.218 0.208
H 0.444 -1.740 -2.968
H 0.302 1.936 -0.190
H 0.917 2.330 2.148
H 0.780 -4.870 1.081
```

The calculation puts the LUMO energy at -0.29 eV. The total energy comes out at -1703.5820 hartree. The value obtained for the HOMO energy is -0.3391 Eh. As for the largest force on an atom: 0.7 eV/Å. The value obtained for the HOMO-LUMO gap is 8.94 eV. As for the structure (SMILES): C[C@H](Cl)[C@H](Cl)c1cnc2ccccc2n1.CN(C)C=O.

[6]
Formula: C14H17ClN4
Source: the OMol25 dataset
Level of theory: wB97M-V/def2-TZVPD

Geometry as XYZ:
```
36
C14H17ClN4 | the OMol25 dataset | wB97M-V/def2-TZVPD
Cl 1.095 2.023 -0.243
N -3.290 5.266 -3.109
N -2.599 3.144 -2.406
N -1.300 4.988 -2.178
N -1.610 2.360 -1.812
C -1.301 -1.681 1.242
C 0.838 -0.649 0.610
C -1.666 -1.203 -0.186
C 2.412 -2.675 1.780
C -1.137 0.199 -0.591
C 4.513 -1.660 0.974
C 1.010 -2.848 1.732
C -2.383 4.382 -2.636
C 0.246 -1.782 1.163
C 2.239 -0.582 0.654
C 0.386 -4.013 2.373
C 0.082 0.466 -0.104
C 2.982 -1.605 1.181
C -1.983 1.139 -1.366
H 2.864 0.180 0.145
H -4.222 4.902 -3.519
H 3.076 -3.469 2.141
H -0.010 -3.669 3.314
H 5.186 -2.251 1.663
H -2.934 0.609 -1.602
H -0.694 4.391 -1.608
H -1.608 -0.758 1.850
H -0.433 -4.253 1.636
H -2.904 6.156 -3.477
H -1.547 5.901 -1.687
H -1.460 -1.979 -0.902
H 4.652 -1.997 -0.064
H -1.870 -2.537 1.653
H -2.693 -1.178 -0.089
H 4.952 -0.597 0.914
H 1.111 -4.720 2.553
```

The calculation puts the LUMO energy at 0.04 eV. The total energy comes out at -1222.7995 hartree. The value obtained for the HOMO energy is -0.2799 Eh. As for the largest force on an atom: 4.6 eV/Å. The value obtained for the HOMO-LUMO gap is 7.66 eV. As for the structure (SMILES): Cc1cc(C)c2c(c1)C(Cl)=C(/C=N/N=C(N)N)CC2. The value obtained for the energy relative to the best compared isomer or geometry (same formula, charge and spin) is 2.548 eV.

[7]
Formula: C14H17CrN3O
Source: the OMol25 dataset
Level of theory: wB97M-V/def2-TZVPD

Geometry as XYZ:
```
36
C14H17CrN3O | the OMol25 dataset | wB97M-V/def2-TZVPD
Cr 0.697 -1.367 -0.595
O -3.068 -2.730 0.943
N -0.503 0.796 -0.656
N 0.909 -0.388 1.207
N -1.012 -2.048 -0.076
C 0.563 -0.024 -3.085
C -1.599 3.360 -0.299
C -2.038 -2.382 0.447
C -2.130 2.477 -1.244
C -0.524 2.932 0.461
C -0.023 1.623 0.303
C -0.439 -1.173 -3.148
C -1.538 1.220 -1.397
C 1.485 -2.933 0.418
C 0.793 0.982 1.317
C 1.386 0.924 3.654
C 1.162 1.653 2.492
C 1.027 -1.070 2.366
C 1.267 -0.465 3.590
H 0.925 -2.152 2.309
H 2.425 -2.828 0.973
H 0.071 -2.109 -3.439
H 1.222 -0.132 -3.963
H -0.069 3.563 1.218
H -2.012 4.355 -0.167
H 1.751 -3.461 -0.523
H 1.359 -1.109 4.464
H -1.177 -0.953 -3.923
H 1.203 2.739 2.476
H -2.960 2.748 -1.893
H 1.230 -0.001 -2.191
H 0.807 -3.600 0.964
H -1.893 0.553 -2.188
H -0.986 -1.379 -2.210
H 1.618 1.429 4.589
H 0.070 0.949 -3.189
```

The calculation puts the LUMO energy (spin up / spin down) at -0.69 / -0.77 eV. The total energy comes out at -1827.5733 hartree. The value obtained for the HOMO energy (spin up / spin down) is -0.2387 / -0.2888 Eh. As for the largest force on an atom: 3.4 eV/Å. Its expectation value of S² is 6.047. The value obtained for the HOMO-LUMO gap (spin up / spin down) is 5.80 / 7.09 eV. The spin multiplicity is 5. The value obtained for the energy relative to the best compared isomer or geometry (same formula, charge and spin) is 1.536 eV.